Below is a 2-piece molecular cluster, C2H4F2Si overall, with properties calculated with ωB97M-V/def2-TZVPD.

```
9
Properties=species:S:1:pos:R:3:mulliken_charge:R:1
C 0.050 0.339 -0.037 -0.554
C 1.217 0.559 -0.553 0.729
F 1.841 1.746 -0.786 -0.194
F 2.184 -0.407 -0.870 -0.214
Si -1.016 -1.047 0.451 0.394
H -0.780 2.499 -0.055 0.080
H -0.159 -2.000 1.057 -0.089
H -1.743 -1.279 -0.789 -0.069
H -1.593 -0.410 1.583 -0.082
```

As for the HOMO energy (alpha / beta): -0.376 / -0.378 Eh. The value obtained for the energy above the lowest of the compared OMol25 structures with the same formula, charge and spin is 8.818 eV. As for the orbital gap (alpha / beta): 0.324 / 0.351 Ha.

Below is one molecule with the formula C5H7NS, with properties calculated with ωB97M-V/def2-TZVPD.

```
14
Properties=species:S:1:pos:R:3:mulliken_charge:R:1
N -2.212 -0.449 0.637 -0.553
C -1.426 -0.044 -0.475 -1.011
C 0.157 -0.072 -0.345 0.724
C 1.006 1.124 -0.045 -0.592
C 2.232 0.846 0.228 -0.209
S 2.517 -0.826 0.144 -0.159
C 0.867 -1.253 -0.166 -0.742
H -1.893 0.224 1.612 0.274
H -2.002 -1.389 0.658 0.286
H -1.673 -0.842 -1.320 0.343
H -1.578 0.944 -0.657 0.466
H 0.446 2.275 -0.197 0.103
H 2.937 1.586 0.401 0.465
H 0.622 -2.125 -0.475 0.606
```

Its SMILES is NCc1ccsc1. As for the HOMO energy: -0.325 Eh. The value obtained for the energy above the lowest of the compared OMol25 structures with the same formula, charge and spin is 2.894 eV. As for the orbital gap: 0.357 Ha.

Below is one molecule with the formula CH3FOS, with properties calculated with ωB97M-V/def2-TZVPD.

```
7
Properties=species:S:1:pos:R:3:mulliken_charge:R:1
F -1.282 -0.799 -0.365 -0.198
C -0.842 0.363 0.098 0.075
O 0.693 0.577 -0.505 -0.355
S 1.845 -0.254 0.282 -0.059
H -0.753 0.352 1.182 0.239
H -1.380 1.200 -0.339 0.164
H 1.719 -1.439 -0.354 0.134
```

Its SMILES is FCOS. As for the HOMO energy: -0.333 Eh. The value obtained for the energy above the lowest of the compared OMol25 structures with the same formula, charge and spin is 1.391 eV. As for the orbital gap: 0.363 Ha.

Below is C9H9FeN3O8 as an isolated structure, with properties calculated with ωB97M-V/def2-TZVPD.

```
30
Properties=species:S:1:pos:R:3:mulliken_spin:R:1
Fe 1.050 0.403 -0.947 3.801
O 5.142 -0.247 -1.839 0.179
C 3.967 -0.203 -1.646 0.212
O 2.909 0.232 -2.058 0.149
C 3.502 -1.277 0.049 0.173
O 4.305 -2.138 0.212 0.160
O 2.504 -0.734 0.475 0.163
N 1.628 1.988 0.528 0.040
C 0.961 3.246 0.156 -0.006
C 0.111 3.136 -1.147 0.006
O -0.444 4.147 -1.554 0.008
O 0.049 1.971 -1.670 0.060
H 1.263 1.576 1.379 -0.002
H 2.627 2.091 0.642 -0.004
H 1.693 4.042 0.012 0.000
H 0.284 3.586 0.942 0.000
C -3.468 -1.548 2.070 0.000
N -2.536 -1.526 0.962 0.001
C -2.776 -2.242 -0.169 0.002
C -1.946 -2.215 -1.229 0.002
C -0.779 -1.370 -1.121 -0.005
O 0.061 -1.212 -2.047 0.024
N -0.550 -0.684 0.029 0.026
C -1.392 -0.700 1.079 0.010
O -1.234 -0.054 2.107 0.003
H -4.070 -2.453 2.011 0.000
H -4.125 -0.674 2.050 0.000
H -2.911 -1.531 3.004 0.000
H -3.684 -2.833 -0.155 0.000
H -2.140 -2.777 -2.127 0.000
```

As for the HOMO energy (alpha / beta): -0.175 / -0.189 Eh. The value obtained for the energy above the lowest of the compared OMol25 structures with the same formula, charge and spin is 0.000 eV. As for the orbital gap (alpha / beta): 0.277 / 0.267 Ha. Its spin multiplicity is 6. As for the total charge: -1. As for the expectation value of S²: 8.76.

Below is C14H36N2O6Rb as an isolated structure, with properties calculated with ωB97M-V/def2-TZVPD.

```
59
Properties=species:S:1:pos:R:3:mulliken_charge:R:1
Rb 8.348 -21.666 -16.586 0.950
C 5.468 -24.923 -18.844 -0.786
O 6.518 -24.159 -19.350 -0.237
C 6.746 -24.579 -20.739 -0.616
C 7.988 -24.062 -21.406 -0.708
N 8.014 -22.594 -21.422 -0.264
C 9.313 -22.265 -22.090 -0.645
C 9.317 -20.794 -22.602 -0.672
O 8.654 -20.652 -23.858 -0.317
C 8.775 -19.279 -24.361 -0.696
H 4.642 -25.027 -19.549 0.314
H 5.046 -24.288 -18.065 0.242
H 5.782 -25.855 -18.376 0.299
H 5.821 -24.414 -21.292 0.387
H 6.877 -25.656 -20.636 0.398
H 8.181 -24.507 -22.382 0.417
H 8.779 -24.472 -20.778 0.290
H 7.239 -22.157 -21.900 0.269
H 9.618 -22.841 -22.964 0.314
H 10.151 -22.488 -21.430 0.401
H 10.383 -20.581 -22.689 0.428
H 8.882 -20.182 -21.812 0.358
H 9.833 -19.058 -24.502 0.298
H 8.332 -18.536 -23.698 0.288
H 8.255 -19.180 -25.314 0.257
C 6.704 -12.624 -17.572 -0.719
O 7.018 -14.001 -17.840 -0.340
C 7.917 -14.576 -16.921 -0.405
C 8.232 -16.055 -17.262 -0.721
N 8.876 -16.824 -16.211 -0.282
C 10.296 -16.461 -16.003 -0.582
C 11.087 -17.644 -15.386 -0.615
O 11.275 -18.693 -16.303 -0.300
C 12.286 -19.638 -15.956 -0.737
H 6.279 -12.611 -16.569 0.314
H 5.891 -12.239 -18.189 0.262
H 7.575 -11.978 -17.683 0.283
H 7.395 -14.596 -15.964 0.308
H 8.812 -13.967 -16.798 0.355
H 8.752 -16.102 -18.219 0.343
H 7.252 -16.492 -17.454 0.303
H 8.409 -16.546 -15.359 0.262
H 10.445 -15.607 -15.344 0.407
H 10.742 -16.272 -16.980 0.319
H 10.559 -18.142 -14.573 0.352
H 12.022 -17.252 -14.983 0.394
H 13.311 -19.278 -16.049 0.295
H 12.080 -20.594 -16.437 0.182
H 12.153 -19.790 -14.885 0.350
C 8.547 -23.429 -9.724 -0.464
C 9.478 -23.882 -10.897 -0.316
O 8.671 -24.112 -12.085 -0.544
O 7.812 -22.294 -10.133 -0.490
H 9.114 -23.200 -8.821 0.331
H 7.779 -24.172 -9.507 0.301
H 10.031 -24.747 -10.529 0.274
H 10.220 -23.115 -11.119 0.256
H 8.037 -24.802 -11.877 0.326
H 7.382 -22.603 -10.934 0.327
```

As for the HOMO energy: -0.419 Eh. The value obtained for the energy above the lowest of the compared OMol25 structures with the same formula, charge and spin is 2.418 eV. As for the orbital gap: 0.291 Ha. As for the total charge: +1.

Below is a 10-piece molecular cluster, C30H72Cl4O28P4 overall, with properties calculated with ωB97M-V/def2-TZVPD.

```
138
Properties=species:S:1:pos:R:3:mulliken_charge:R:1
C 2.588 2.714 5.212 -0.270
O 3.246 3.832 4.666 -0.401
P 4.190 3.660 3.459 -0.259
O 4.158 2.307 2.894 0.483
O 3.757 4.780 2.417 0.267
C 4.126 6.103 2.652 -0.914
O 5.595 4.116 3.949 -0.343
C 6.795 3.775 3.227 -0.400
H 3.260 1.894 5.454 0.318
H 1.863 2.295 4.491 -0.059
H 2.069 3.091 6.080 0.293
H 3.343 6.651 3.196 0.284
H 4.412 6.640 1.734 0.251
H 5.001 6.133 3.315 0.314
H 6.617 2.986 2.538 0.060
H 7.550 3.562 4.001 0.217
H 7.101 4.667 2.647 0.265
C 3.300 -3.480 -1.337 -0.055
O 2.958 -4.728 -0.675 -0.343
P 3.170 -4.841 0.858 1.128
O 3.112 -3.571 1.644 -0.550
O 2.052 -5.862 1.376 -0.412
C 0.752 -5.379 1.076 -0.699
O 4.552 -5.721 0.993 -0.395
C 4.738 -6.863 0.216 -0.667
H 2.495 -3.297 -2.095 0.172
H 4.243 -3.568 -1.864 0.348
H 3.257 -2.670 -0.646 -0.133
H 0.738 -5.043 -0.025 0.290
H 0.333 -4.713 1.825 0.269
H 0.067 -6.256 1.152 0.312
H 3.913 -7.526 0.334 0.330
H 5.617 -7.323 0.682 0.234
H 4.959 -6.680 -0.859 0.230
C 2.313 -0.275 -3.813 -0.548
O 3.412 0.639 -3.666 -0.318
P 4.522 0.278 -2.588 0.302
O 4.710 -1.176 -2.260 -0.603
O 5.853 0.923 -3.040 -0.390
C 6.064 2.378 -3.143 -0.596
O 4.183 1.150 -1.345 0.770
C 4.962 1.064 -0.178 -1.043
H 2.161 -0.138 -4.923 0.287
H 1.426 0.026 -3.171 0.069
H 2.597 -1.264 -3.605 0.299
H 5.643 2.940 -2.334 0.256
H 5.636 2.678 -4.127 0.241
H 7.109 2.488 -3.215 0.255
H 4.423 1.576 0.607 0.135
H 6.023 1.361 -0.429 0.459
H 5.034 -0.021 0.095 0.241
C -4.925 1.298 1.437 -0.632
O -4.376 0.165 2.116 0.491
P -4.817 -1.311 1.835 0.403
O -4.693 -1.769 0.446 -0.586
O -4.010 -2.133 2.929 -0.375
C -2.668 -2.487 2.514 -0.786
O -6.265 -1.438 2.463 -0.393
C -6.422 -1.242 3.893 -0.504
H -5.812 1.013 0.878 0.368
H -4.111 1.743 0.896 0.096
H -5.170 2.075 2.136 0.304
H -1.963 -1.646 2.539 0.255
H -2.660 -2.910 1.521 0.387
H -2.178 -3.239 3.168 0.303
H -6.538 -2.205 4.367 0.257
H -7.409 -0.742 3.982 0.232
H -5.595 -0.628 4.282 0.187
C -6.351 -2.357 -6.294 -0.976
C -5.901 -3.165 -5.115 -0.037
O -5.615 -4.556 -5.444 -0.380
C -4.470 -4.839 -6.030 0.781
O -3.529 -4.069 -6.092 -0.593
O -4.493 -6.001 -6.640 -0.344
C -3.276 -6.352 -7.331 -0.604
H -6.307 -1.262 -6.068 0.265
H -7.408 -2.652 -6.533 0.281
H -5.709 -2.595 -7.130 0.336
H -6.691 -3.224 -4.382 0.208
H -5.075 -2.763 -4.613 0.289
H -3.548 -7.313 -7.763 0.206
H -2.495 -6.395 -6.570 0.303
H -2.963 -5.589 -8.076 0.272
C -3.130 1.632 4.981 -0.649
C -2.533 3.033 5.333 -0.325
O -2.218 3.836 4.142 -0.425
C -1.130 3.481 3.506 0.731
O -0.291 2.636 3.740 -0.469
O -1.148 4.260 2.451 -0.432
C -0.274 4.078 1.373 0.059
H -3.482 1.225 5.896 0.487
H -2.367 0.976 4.468 0.181
H -3.879 1.663 4.262 -0.038
H -1.634 2.915 5.971 0.256
H -3.201 3.637 5.923 0.395
H 0.568 4.802 1.461 0.194
H -0.783 4.264 0.486 0.202
H 0.025 3.030 1.351 -0.115
C 1.343 0.285 2.118 -0.012
C 2.058 -0.265 0.936 0.858
O 1.110 -1.136 0.221 0.121
C 0.191 -0.511 -0.537 -0.302
O 0.194 0.669 -0.816 0.039
O -0.653 -1.439 -1.035 -0.166
C -1.379 -1.061 -2.247 -0.587
H 0.349 0.786 1.899 -0.216
H 1.923 1.032 2.616 -0.521
H 1.053 -0.492 2.853 0.311
H 2.879 -0.875 1.276 0.102
H 2.308 0.515 0.233 -0.410
H -2.178 -1.773 -2.233 0.387
H -0.830 -1.065 -3.153 0.269
H -1.801 -0.034 -2.100 0.012
C -2.670 2.946 -1.632 -0.614
C -3.591 2.844 -2.887 -0.804
O -4.088 1.485 -2.902 -0.333
C -5.313 1.306 -2.305 0.821
O -5.818 2.092 -1.543 -0.611
O -5.798 0.111 -2.698 -0.296
C -6.944 -0.260 -1.770 -0.469
H -1.890 2.173 -1.577 0.070
H -3.210 2.882 -0.717 0.257
H -2.208 3.910 -1.482 0.530
H -2.995 3.047 -3.744 0.412
H -4.366 3.588 -2.877 0.410
H -7.368 -1.177 -2.147 0.213
H -7.648 0.510 -1.760 0.381
H -6.508 -0.490 -0.840 0.022
Cl 7.785 0.257 2.160 -0.234
C 6.142 0.001 2.942 1.002
Cl 5.748 -1.667 2.747 -0.111
H 6.178 0.290 3.991 0.395
H 5.482 0.730 2.489 -0.996
Cl 1.369 4.650 -3.076 -0.209
C 1.874 3.371 -1.932 1.169
Cl 2.789 4.002 -0.519 -0.086
H 0.982 2.942 -1.525 -0.609
H 2.418 2.625 -2.546 -0.245
```

Its SMILES is COP(=O)(OC)OC.COP(=O)(OC)OC.COP(=O)(OC)OC.COP(=O)(OC)OC.CCOC(=O)OC.CCOC(=O)OC.CCOC(=O)OC.CCOC(=O)OC.ClCCl.ClCCl. As for the HOMO energy: -0.373 Eh. As for the orbital gap: 0.392 Ha.